# 1
C34H56GeN6O8PTi as an isolated structure. Source: the Open Molecules 2025 dataset; level of theory: the ωB97M-V functional and the def2-TZVPD basis.

```
107
Properties=species:S:1:pos:R:3
Ti 0.234 0.792 -0.209
C 1.818 2.034 3.563
C 1.788 2.701 2.193
C 3.126 2.481 1.491
C 1.536 4.197 2.333
O 0.716 2.143 1.367
Ge -1.082 2.420 2.081
O -1.745 3.260 0.588
C -2.456 4.502 0.592
C -3.252 4.698 1.880
C -1.472 5.653 0.416
C -3.417 4.439 -0.596
O -1.278 0.664 1.167
C -2.556 -0.016 1.348
C -2.810 -0.133 2.849
C -2.458 -1.434 0.763
C -3.675 0.780 0.687
H 2.457 2.615 4.228
H 2.228 1.027 3.508
H 0.829 1.986 4.018
H 3.943 2.788 2.146
H 3.214 3.068 0.579
H 3.286 1.435 1.259
H 2.385 4.670 2.826
H 0.652 4.413 2.937
H 1.407 4.660 1.356
H -2.607 4.781 2.755
H -3.941 3.869 2.043
H -3.839 5.615 1.820
H -0.800 5.726 1.272
H -1.996 6.605 0.320
H -0.873 5.503 -0.480
H -4.162 3.659 -0.442
H -2.868 4.208 -1.506
H -3.938 5.387 -0.739
H -2.002 -0.686 3.328
H -3.740 -0.681 3.010
H -2.902 0.836 3.340
H -2.858 -2.163 1.466
H -1.434 -1.720 0.530
H -3.052 -1.544 -0.146
H -3.897 1.699 1.227
H -4.581 0.169 0.669
H -3.419 1.065 -0.332
O 5.029 -3.343 2.830
C 5.280 -2.547 1.909
O 6.315 -2.382 1.251
C 4.074 -1.722 1.450
C 2.942 -1.606 2.272
C 1.819 -0.941 1.825
N 1.771 -0.472 0.574
C 2.839 -0.589 -0.229
C 4.031 -1.133 0.187
C 2.560 -0.126 -1.641
O 3.399 -0.127 -2.511
O 1.296 0.237 -1.802
H 2.975 -2.078 3.244
H 0.934 -0.796 2.431
H 4.900 -1.190 -0.454
N -1.352 0.147 -1.692
C -1.615 1.218 -2.612
C -2.582 1.155 -3.583
C -2.725 2.191 -4.535
C -1.859 3.246 -4.543
C -0.859 3.346 -3.542
C 0.099 4.395 -3.505
C 1.028 4.448 -2.500
C 0.947 3.479 -1.474
N 0.057 2.516 -1.474
C -0.799 2.382 -2.528
H -0.646 -0.487 -2.089
H -2.175 -0.411 -1.505
H -3.216 0.281 -3.651
H -3.501 2.108 -5.283
H -1.923 4.016 -5.299
H 0.087 5.138 -4.292
H 1.791 5.209 -2.452
H 1.620 3.515 -0.627
C -0.171 -6.257 -1.909
N -0.386 -4.834 -1.764
C -1.169 -4.233 -2.815
P 0.448 -3.959 -0.627
O 0.161 -2.512 -0.835
N 0.012 -4.656 0.811
C -1.336 -5.124 1.051
C 0.718 -4.322 2.035
N 2.077 -4.245 -0.691
C 2.830 -3.578 -1.743
C 2.746 -5.440 -0.209
H -1.128 -6.785 -1.970
H 0.371 -6.653 -1.052
H 0.403 -6.486 -2.813
H -0.723 -4.430 -3.796
H -1.212 -3.157 -2.665
H -2.188 -4.635 -2.820
H -1.878 -5.234 0.114
H -1.884 -4.422 1.688
H -1.314 -6.094 1.557
H 0.177 -3.553 2.596
H 1.718 -3.958 1.821
H 0.809 -5.209 2.667
H 2.312 -2.680 -2.068
H 2.960 -4.244 -2.603
H 3.816 -3.298 -1.371
H 2.124 -5.971 0.506
H 3.678 -5.161 0.288
H 2.983 -6.116 -1.038
```

Results
Total charge: 0
Highest occupied orbital energy (alpha / beta): -7.5 / -7.5 eV
Relative energy (zero: lowest compared OMol25 entry of this formula, charge and spin): 0.763 eV
2S+1: 2
Frontier orbital gap (alpha / beta): 6.494 / 6.506 eV

=====

# 2
A 2-piece molecular cluster, C6H16O overall in a non-equilibrium geometry. Source: the Open Molecules 2025 dataset; level of theory: the ωB97M-V functional and the def2-TZVPD basis.

```
23
Properties=species:S:1:pos:R:3
C 0.124 -1.330 -2.009
C -0.604 -2.535 -2.667
O 1.278 -1.114 -2.849
H -0.422 -0.422 -1.870
H 0.638 -1.758 -1.069
H -1.559 -2.851 -2.071
H 1.300 -0.163 -3.172
H 0.244 -3.105 -2.900
H -1.067 -2.236 -3.699
C 0.216 0.991 1.384
C -0.898 0.042 1.600
C -0.427 2.364 0.888
C 1.327 1.096 2.403
H 0.730 0.508 0.495
H -1.736 -0.217 0.776
H -0.972 2.881 1.651
H 0.375 2.909 0.471
H -1.208 2.073 0.298
H 1.066 1.858 3.108
H 1.473 0.152 2.912
H -1.572 0.369 2.387
H -0.551 -0.968 1.936
H 2.247 1.455 1.997
```

Results
Total charge: 0
Highest occupied orbital energy: -10.1 eV
Relative energy (zero: lowest compared OMol25 entry of this formula, charge and spin): 2.209 eV
Structure (SMILES): CC(C)C.CCO
Frontier orbital gap: 10.851 eV

=====

# 3
A 3-piece molecular cluster, C8H19BN7O5P overall. Source: the Open Molecules 2025 dataset; level of theory: the ωB97M-V functional and the def2-TZVPD basis.

```
41
Properties=species:S:1:pos:R:3
N -2.999 3.069 3.702
P -1.474 3.149 3.448
C -0.941 2.325 1.902
N 0.068 1.461 1.948
N 0.397 0.846 0.839
C -0.298 1.159 -0.251
O 0.016 0.536 -1.370
B 1.308 0.713 -1.906
O 1.683 1.965 -2.347
O 2.081 -0.401 -2.033
N -1.308 2.036 -0.312
N -1.638 2.625 0.798
H -3.463 3.966 3.772
H -0.846 4.404 3.348
H -0.655 2.446 4.342
H 2.210 2.497 -1.734
H 3.016 -0.192 -1.875
C 6.422 -2.601 -2.409
C 6.299 -1.826 -1.115
O 6.992 -0.853 -0.878
N 5.369 -2.255 -0.218
C 4.446 -3.367 -0.337
H 7.198 -2.131 -3.005
H 6.697 -3.639 -2.220
H 5.485 -2.591 -2.968
H 5.341 -1.706 0.626
H 3.419 -3.004 -0.272
H 4.603 -4.096 0.459
H 4.577 -3.865 -1.292
C -6.773 -0.546 0.108
C -5.953 0.488 0.854
O -6.449 1.198 1.708
N -4.633 0.591 0.528
C -3.914 -0.176 -0.472
H -7.789 -0.495 0.486
H -6.781 -0.345 -0.964
H -6.382 -1.551 0.268
H -4.140 1.297 1.057
H -3.095 -0.745 -0.025
H -3.500 0.480 -1.240
H -4.598 -0.870 -0.948
```

Results
Total charge: 0
Highest occupied orbital energy: -9.2 eV
Relative energy (zero: lowest compared OMol25 entry of this formula, charge and spin): 0.147 eV
Structure (SMILES): N=[PH2]c1nnc(OB(O)O)nn1.CNC(C)=O.CNC(C)=O
Frontier orbital gap: 7.777 eV

=====

# 4
An isolated molecule of C6H8S in a non-equilibrium geometry. Source: the Open Molecules 2025 dataset; level of theory: the ωB97M-V functional and the def2-TZVPD basis.

```
15
Properties=species:S:1:pos:R:3
C 0.457 0.827 0.771
C -0.765 -0.019 1.091
C -1.330 -0.818 0.143
C -0.779 -0.988 -1.281
C 0.539 -0.281 -1.457
C 1.082 0.533 -0.576
H 1.505 1.590 2.882
H 0.282 1.934 0.902
H -1.360 0.038 2.048
H -2.230 -1.395 0.392
H -0.724 -2.082 -1.501
H -1.495 -0.573 -2.084
H 1.068 -0.330 -2.422
H 2.019 1.115 -0.894
S 1.732 0.451 1.985
```

Results
Total charge: 0
Highest occupied orbital energy: -8.8 eV
Relative energy (zero: lowest compared OMol25 entry of this formula, charge and spin): 1.097 eV
Structure (SMILES): SC1C=CCC=C1
Frontier orbital gap: 9.615 eV